C4H7N3 | ωB97M-V with the def2-TZVPD basis set

```
14
Properties=species:S:1:pos:R:3
C 2.3119 0.0826 0.2504
N 1.1727 0.4098 -0.5629
C -0.1611 0.2513 -0.2659
N -1.0525 0.6891 -1.1525
N -2.2252 0.1578 -0.7377
C -2.1045 -0.5416 0.4052
C -0.7857 -0.4692 0.7920
H 2.1471 -0.8357 0.8271
H 3.1667 -0.1069 -0.4092
H 2.5982 0.8831 0.9482
H 1.3312 0.8881 -1.4329
H -3.0839 0.4641 -1.1634
H -2.9237 -1.1329 0.7871
H -0.3783 -0.8328 1.7243
```

Properties
E_HOMO	-7.63	eV
frontier orbital gap	8.8	eV
LUMO energy	1.121	eV
energy relative to the best compared isomer or geometry (same formula, charge and spin)	15.2	kcal/mol
SMILES	CNc1cc[nH]n1

C30H43BrN2P2Pd | ωB97M-V with the def2-TZVPD basis set

```
79
Properties=species:S:1:pos:R:3
C -1.4826 -1.4792 -6.4591
C -0.3760 -0.7179 -5.9464
C 0.5524 -0.2526 -6.9143
C 0.3667 -0.5587 -8.2675
N -0.6630 -1.2780 -8.7231
C -1.5612 -1.7194 -7.8390
C -0.1427 -0.4241 -4.5809
C -0.2331 -0.3877 -3.3067
C -1.0661 -0.7365 -2.1135
C -2.4697 -0.6813 -1.9477
C -3.0573 -0.9874 -0.7143
C -2.2797 -1.3383 0.4093
C -0.8821 -1.3708 0.2435
C -0.3084 -1.2594 -1.0617
Pd 1.1505 0.2534 -2.1548
P -1.6525 1.5637 1.7752
H 1.4241 0.3310 -6.6334
H -2.2618 -1.8942 -5.8276
H 1.0820 -0.2125 -9.0142
H -2.3829 -2.3015 -8.2629
H 0.5435 -1.9149 -1.3149
H -3.1276 -0.3165 -2.7446
H -0.2191 -1.5864 1.0698
H -4.1123 -0.8503 -0.5320
C -1.3140 1.9634 3.5431
C -1.1183 3.4170 3.9788
H -0.4022 1.3874 3.7825
H -2.1284 1.5040 4.1297
H -1.0282 3.4609 5.0724
H -0.1945 3.8455 3.5750
H -1.9574 4.0667 3.7047
C -0.8691 2.8600 0.7191
C -1.6514 3.3861 -0.4681
H 0.0113 2.3339 0.3255
H -0.4869 3.6625 1.3577
H -0.9887 3.9597 -1.1245
H -2.0599 2.5712 -1.0747
H -2.4660 4.0543 -0.1800
C -3.4604 1.9712 1.6172
C -3.9589 3.2732 2.2375
H -3.9915 1.1062 2.0423
H -3.6861 1.9522 0.5413
H -5.0080 3.4289 1.9539
H -3.9227 3.2397 3.3316
H -3.3975 4.1492 1.8878
Br -3.0454 -1.5560 2.0655
P 2.0802 0.4842 0.2742
C 2.2709 2.0817 1.3381
C 3.4977 2.5619 2.1310
H 1.4446 1.9491 2.0679
H 1.9664 2.8917 0.6553
H 3.3405 3.6310 2.3628
H 3.6018 2.0679 3.1097
H 4.4359 2.4748 1.5674
C 2.2263 -0.6476 1.7611
C 3.6051 -1.0451 2.3191
H 1.6897 -1.5600 1.4618
H 1.6387 -0.1811 2.5713
H 3.4570 -1.6396 3.2304
H 4.1407 -1.6979 1.6239
H 4.2482 -0.2002 2.5990
C 3.5488 -0.0861 -0.6969
C 4.7796 0.8095 -0.8359
H 3.1541 -0.2398 -1.7504
H 3.7828 -1.0744 -0.2764
H 5.2423 0.5684 -1.8063
H 4.5103 1.8771 -0.8249
H 5.5322 0.5970 -0.0588
C -0.9013 -5.8379 2.7595
C -0.9216 -5.6073 1.3770
C -0.2690 -4.4708 0.8588
N 0.3892 -3.6143 1.6464
C 0.4032 -3.8024 2.9607
C -0.2272 -4.9026 3.5673
H -1.4092 -6.7036 3.1854
H -1.4309 -6.2670 0.6785
H -0.2992 -4.2507 -0.2205
H 0.9367 -3.0669 3.5720
H -0.1807 -5.0166 4.6338
```

Properties
E_HOMO	-6.81	eV
frontier orbital gap	6.9	eV
LUMO energy	0.133	eV
energy relative to the best compared isomer or geometry (same formula, charge and spin)	38.1	kcal/mol

C23H29GeN11OS2Zr | ωB97M-V with the def2-TZVPD basis set

```
68
Properties=species:S:1:pos:R:3
Zr -0.1292 -0.8402 0.3174
C 4.1658 -0.9757 1.6530
C 2.7588 -1.2380 1.2094
N 1.7265 -0.3732 1.4574
N 1.9849 0.7288 2.2398
C 1.0578 1.6239 2.4852
N 1.4862 2.7479 3.1136
S -0.5542 1.3760 2.0356
C 2.4170 -2.3872 0.4961
C 3.3743 -3.3152 0.0039
C 2.9650 -4.4824 -0.5582
C 1.5765 -4.7799 -0.6534
C 0.6908 -3.8348 -0.2552
N 1.0600 -2.6346 0.2793
H 4.2114 -0.4214 2.5915
H 4.7316 -0.4178 0.8969
H 4.6849 -1.9149 1.8368
H 2.9357 0.9571 2.4549
H 2.3861 3.0987 2.8030
H 0.7791 3.4558 3.1974
H 4.4249 -3.0625 0.0490
H 3.6959 -5.1809 -0.9483
H 1.2220 -5.7145 -1.0671
H -0.3691 -3.9969 -0.3535
C -4.4403 -0.3737 1.3563
C -2.9914 -0.7243 1.3305
N -2.2345 -0.5222 0.2852
N -2.7413 0.0732 -0.8654
C -2.2415 -0.4773 -1.9464
N -2.5304 0.1275 -3.1258
S -1.2649 -1.9154 -1.9512
C -2.3168 -1.3466 2.4431
C -2.9391 -1.6160 3.6611
C -2.2191 -2.1902 4.6814
C -0.8716 -2.5103 4.4721
C -0.3237 -2.2481 3.2445
N -1.0115 -1.6888 2.2333
H -4.7221 0.0618 0.4039
H -5.0507 -1.2640 1.5330
H -4.6509 0.3463 2.1528
H -3.2775 0.8031 -3.1263
H -2.3817 -0.4089 -3.9585
H -3.9854 -1.3623 3.7897
H -2.6891 -2.3996 5.6350
H -0.2685 -2.9570 5.2514
H 0.7079 -2.4954 3.0284
O 0.7050 0.0826 -1.2612
N 1.0969 1.3915 -1.0520
C 2.5157 1.5684 -0.9662
C 3.0720 2.5648 -0.1551
N 3.5486 3.3392 0.5692
C 3.3700 0.5588 -1.4905
N 4.0957 -0.2251 -1.9358
C -1.7006 4.6363 -0.4252
Ge 0.0184 4.2442 -1.2467
C 1.3551 5.5274 -0.6767
C -0.1682 4.3119 -3.1881
C 0.1725 2.2856 -1.0022
H -2.0468 5.6258 -0.7394
H -1.6302 4.6095 0.6633
H -2.4378 3.8868 -0.7374
H 0.8155 6.3973 -0.2899
H 1.9421 5.8363 -1.5449
H 2.0359 5.1550 0.0827
H -0.2530 5.3491 -3.5251
H -1.0618 3.7642 -3.4993
H 0.7025 3.8576 -3.6663
H -0.8098 1.8397 -1.1265
```

Properties
E_HOMO (alpha / beta)	-5.11 / -5.11	eV
frontier orbital gap (alpha / beta)	3.7 / 3.7	eV
LUMO energy (alpha / beta)	-1.443 / -1.443	eV
energy relative to the best compared isomer or geometry (same formula, charge and spin)	50.1	kcal/mol

C6H6O2 | ωB97M-V with the def2-TZVPD basis set

```
14
Properties=species:S:1:pos:R:3
C -1.3899 -0.7360 -0.2327
C -1.6778 0.5656 -0.0968
C -0.6465 1.3774 0.0458
C 0.4983 0.4701 -0.3515
C 2.0504 -0.2221 0.0160
C 0.0710 -0.8505 0.0903
H -2.8039 0.7201 0.1074
H -0.7014 2.5106 0.3666
H 0.6428 0.6180 -1.5241
H 2.2117 -0.1795 1.1093
H 2.8340 -0.0815 -0.5626
H -0.1734 -0.9187 1.2783
O -2.1560 -1.7298 -0.0852
O 1.2405 -1.5438 -0.1608
```

Properties
E_HOMO	-9.10	eV
frontier orbital gap	8.6	eV
LUMO energy	-0.471	eV
energy relative to the best compared isomer or geometry (same formula, charge and spin)	121.3	kcal/mol
SMILES	O=C1C=C[C@H]2CO[C@H]12

Q: Which value of energy relative to the best compared isomer or geometry (same formula, charge and spin) does entry 4 give?
A: 121.3 kcal/mol

Copy entry 2 word for word.
C30H43BrN2P2Pd | ωB97M-V with the def2-TZVPD basis set

```
79
Properties=species:S:1:pos:R:3
C -1.4826 -1.4792 -6.4591
C -0.3760 -0.7179 -5.9464
C 0.5524 -0.2526 -6.9143
C 0.3667 -0.5587 -8.2675
N -0.6630 -1.2780 -8.7231
C -1.5612 -1.7194 -7.8390
C -0.1427 -0.4241 -4.5809
C -0.2331 -0.3877 -3.3067
C -1.0661 -0.7365 -2.1135
C -2.4697 -0.6813 -1.9477
C -3.0573 -0.9874 -0.7143
C -2.2797 -1.3383 0.4093
C -0.8821 -1.3708 0.2435
C -0.3084 -1.2594 -1.0617
Pd 1.1505 0.2534 -2.1548
P -1.6525 1.5637 1.7752
H 1.4241 0.3310 -6.6334
H -2.2618 -1.8942 -5.8276
H 1.0820 -0.2125 -9.0142
H -2.3829 -2.3015 -8.2629
H 0.5435 -1.9149 -1.3149
H -3.1276 -0.3165 -2.7446
H -0.2191 -1.5864 1.0698
H -4.1123 -0.8503 -0.5320
C -1.3140 1.9634 3.5431
C -1.1183 3.4170 3.9788
H -0.4022 1.3874 3.7825
H -2.1284 1.5040 4.1297
H -1.0282 3.4609 5.0724
H -0.1945 3.8455 3.5750
H -1.9574 4.0667 3.7047
C -0.8691 2.8600 0.7191
C -1.6514 3.3861 -0.4681
H 0.0113 2.3339 0.3255
H -0.4869 3.6625 1.3577
H -0.9887 3.9597 -1.1245
H -2.0599 2.5712 -1.0747
H -2.4660 4.0543 -0.1800
C -3.4604 1.9712 1.6172
C -3.9589 3.2732 2.2375
H -3.9915 1.1062 2.0423
H -3.6861 1.9522 0.5413
H -5.0080 3.4289 1.9539
H -3.9227 3.2397 3.3316
H -3.3975 4.1492 1.8878
Br -3.0454 -1.5560 2.0655
P 2.0802 0.4842 0.2742
C 2.2709 2.0817 1.3381
C 3.4977 2.5619 2.1310
H 1.4446 1.9491 2.0679
H 1.9664 2.8917 0.6553
H 3.3405 3.6310 2.3628
H 3.6018 2.0679 3.1097
H 4.4359 2.4748 1.5674
C 2.2263 -0.6476 1.7611
C 3.6051 -1.0451 2.3191
H 1.6897 -1.5600 1.4618
H 1.6387 -0.1811 2.5713
H 3.4570 -1.6396 3.2304
H 4.1407 -1.6979 1.6239
H 4.2482 -0.2002 2.5990
C 3.5488 -0.0861 -0.6969
C 4.7796 0.8095 -0.8359
H 3.1541 -0.2398 -1.7504
H 3.7828 -1.0744 -0.2764
H 5.2423 0.5684 -1.8063
H 4.5103 1.8771 -0.8249
H 5.5322 0.5970 -0.0588
C -0.9013 -5.8379 2.7595
C -0.9216 -5.6073 1.3770
C -0.2690 -4.4708 0.8588
N 0.3892 -3.6143 1.6464
C 0.4032 -3.8024 2.9607
C -0.2272 -4.9026 3.5673
H -1.4092 -6.7036 3.1854
H -1.4309 -6.2670 0.6785
H -0.2992 -4.2507 -0.2205
H 0.9367 -3.0669 3.5720
H -0.1807 -5.0166 4.6338
```

Properties
E_HOMO	-6.81	eV
frontier orbital gap	6.9	eV
LUMO energy	0.133	eV
energy relative to the best compared isomer or geometry (same formula, charge and spin)	38.1	kcal/mol

Q: energy relative to the best compared isomer or geometry (same formula, charge and spin) of number 3 (C23H29GeN11OS2Zr)?
A: 50.1 kcal/mol

Q: Among the records above, which one has the highest energy relative to the best compared isomer or geometry (same formula, charge and spin)?
A: C6H6O2